Entry 1:
A structure of composition C22H29Br3N4O4S6Sn at a distorted geometry. Source: the OMol25 dataset; level of theory: ωB97M-V/def2-TZVPD.

Results
highest occupied orbital energy	-1.4	eV
HOMO-LUMO gap	5.1	eV
F_max	0.022	Eh/bohr
total charge	-2
energy relative to the best compared isomer or geometry (same formula, charge and spin)	270.94	kJ/mol
electronic energy	-318408.0075	eV

Geometry as XYZ:
```
69
Properties=species:S:1:pos:R:3:forces:R:3:nbo_charge:R:1
Sn -0.33672 -1.94672 0.94386 0.268 -0.076 0.083 1.324
Br -6.84032 0.05616 2.51260 -0.069 0.067 0.037 -0.507
Br -1.20355 0.37248 4.67204 0.053 -0.049 0.077 0.098
Br -0.30663 2.43890 2.38949 0.017 0.019 -0.025 0.040
S 0.54778 -4.31415 0.79871 -0.117 0.036 0.045 -0.599
S 2.35793 -3.41001 0.36591 0.133 -0.006 -0.102 -0.098
S -1.87044 -1.73711 -2.22549 0.278 0.184 -0.093 1.296
S -5.50969 -2.35999 0.48924 -0.084 0.004 0.176 -0.171
S 2.80820 -3.76621 -1.62925 -0.020 -0.025 0.093 -0.091
S 1.44322 -2.80938 -2.80139 -0.073 -0.268 -0.139 -0.660
O -1.86848 -2.29015 -0.82307 -0.153 -0.124 0.322 -1.043
O 4.62997 1.21597 1.30132 -0.001 -0.062 0.054 -0.618
O -1.34079 -2.27105 2.86558 0.096 -0.033 -0.398 -0.905
O -1.73745 -3.27175 4.81492 -0.001 0.003 0.018 -0.663
N -2.74115 -0.01726 1.21492 -0.046 0.107 0.024 -0.405
N 1.18252 0.05624 -1.00808 -0.094 0.119 -0.171 -0.471
N 4.70610 3.01537 -0.05575 -0.018 0.028 -0.020 -0.457
N -5.80551 -3.67262 3.76032 0.093 0.089 0.012 -0.476
C 5.66336 3.62093 0.85989 0.023 -0.036 0.030 -0.216
C 3.31094 1.10360 -0.67499 -0.050 -0.090 -0.145 -0.237
C -3.22059 -2.61494 -3.05480 0.031 -0.067 -0.030 -0.608
C 2.63800 0.42931 -2.87056 -0.075 -0.347 -0.030 -0.275
C 4.24769 1.75695 0.27790 0.083 0.032 -0.017 0.681
C 4.03236 3.90902 -0.98331 -0.014 0.000 -0.026 -0.209
C 2.12581 0.55811 -0.21468 -0.059 -0.095 0.147 0.091
C -4.40082 -3.63228 3.91793 -0.128 -0.011 0.068 0.005
C -6.31505 -2.83940 2.94013 0.027 0.053 0.021 0.088
C -2.76749 -3.08211 -4.43139 0.020 -0.007 0.005 -0.620
C -3.59128 -2.67038 3.47881 0.004 -0.054 -0.073 -0.127
C -3.36137 -0.68305 1.91551 -0.185 -0.113 -0.069 0.410
C -2.10836 -2.76703 3.76294 -0.193 -0.142 0.182 0.781
C 4.94379 4.40412 -2.09821 -0.018 0.000 0.003 -0.614
C -4.22592 -1.46249 2.81042 0.095 0.175 -0.001 -0.480
C -3.98876 0.08919 -1.68544 0.101 -0.005 0.021 -0.653
C -5.50954 -1.90174 2.10138 0.073 -0.345 -0.162 -0.088
C 3.56911 1.00605 -2.04805 0.153 0.003 0.096 -0.160
C -2.53337 -0.05775 -2.10522 -0.137 -0.057 0.044 -0.606
C -0.70610 2.17230 4.25887 0.004 0.036 0.011 -0.547
C 7.09313 3.16946 0.59411 -0.024 -0.021 -0.008 -0.612
C 1.43740 -0.04275 -2.31081 -0.003 1.131 0.063 0.129
H 1.91013 0.55773 0.85068 -0.020 0.017 -0.008 0.211
H 4.40160 5.08833 -2.75336 0.003 0.006 -0.008 0.206
H -3.42371 -3.44467 -2.37790 0.000 -0.007 -0.012 0.260
H 7.78651 3.66126 1.27923 0.008 0.003 0.014 0.197
H -2.32306 0.39413 -3.07901 0.038 0.040 -0.014 0.207
H -4.49737 -0.77346 3.61760 -0.028 0.012 -0.020 0.285
H 5.80824 4.93592 -1.69614 0.010 0.005 0.003 0.196
H 0.58812 -0.22151 -2.95413 0.099 -0.481 0.005 0.193
H 5.57661 4.70528 0.76061 0.009 0.001 -0.012 0.179
H -3.97569 -4.45810 4.47078 0.000 -0.024 0.007 0.209
H -1.52858 2.82647 4.51776 0.028 0.013 -0.026 0.218
H -4.26766 -0.65613 -0.93824 0.052 0.073 -0.047 0.271
H -3.54201 -3.69118 -4.89961 -0.022 0.006 -0.001 0.205
H -4.14397 1.06502 -1.22624 0.012 0.030 0.000 0.228
H -2.56118 -2.23566 -5.08917 -0.008 0.011 -0.008 0.198
H 2.82827 0.27783 -3.92404 -0.021 0.074 -0.021 0.215
H -1.85411 -3.67256 -4.35946 0.016 -0.009 0.019 0.237
H 0.19198 2.40732 4.81528 -0.036 0.035 0.000 0.216
H 3.64509 4.76826 -0.42230 -0.013 -0.002 0.007 0.178
H 7.16816 2.09295 0.74309 0.007 -0.006 -0.009 0.229
H 5.38599 3.34609 1.87874 -0.017 0.047 0.005 0.224
H 5.30755 3.56880 -2.69712 0.008 0.000 -0.004 0.209
H -4.10479 -1.98569 -3.09908 -0.063 0.003 0.043 0.226
H -7.38129 -2.86176 2.74659 -0.018 0.015 -0.015 0.197
H 4.51067 1.36710 -2.44808 -0.024 0.036 -0.009 0.201
H -4.66455 0.00701 -2.53810 -0.019 -0.011 -0.019 0.186
H 7.39341 3.39970 -0.42949 0.006 0.010 -0.004 0.195
H -1.85529 0.38415 -1.37037 -0.009 0.023 -0.010 0.267
H 3.17303 3.39357 -1.40482 0.016 0.026 0.020 0.232
```
Positions in Å, forces in eV/Å.

=====

Entry 2:
A cluster of 7 separate species, C22H29Cl24FIO9PS2 in total. Source: the OMol25 dataset; level of theory: ωB97M-V/def2-TZVPD.

Results
highest occupied orbital energy	-9.7	eV
HOMO-LUMO gap	9.6	eV
F_max	0.019	Eh/bohr
electronic energy	-384025.8247	eV

Geometry as XYZ:
```
89
Properties=species:S:1:pos:R:3:forces:R:3:lowdin_charge:R:1
I 1.57859 2.60141 5.76300 -0.162 0.054 0.028 0.838
Cl -8.08159 2.78989 4.53866 -0.002 -0.001 0.008 0.531
Cl 1.72335 -1.31531 -7.68633 0.005 -0.012 0.003 0.524
Cl -1.74282 0.86264 -5.25188 -0.088 -0.069 0.134 0.517
Cl -1.70706 5.67704 0.28072 -0.003 0.015 0.014 0.551
Cl -6.53644 4.80240 3.16609 -0.063 0.011 0.024 0.512
Cl 1.69814 0.05358 -10.22285 0.087 0.061 0.017 0.487
Cl -5.81845 2.01850 2.92635 0.010 -0.006 -0.004 0.500
Cl 3.03242 1.24191 -7.95574 0.001 0.004 0.003 0.533
Cl 2.98478 -3.36180 -12.89680 0.002 -0.011 0.007 0.526
Cl -3.19898 4.24674 2.29252 0.029 -0.003 0.021 0.507
Cl -2.71717 2.98990 -6.93200 -0.002 -0.003 -0.007 0.519
Cl -3.82366 2.61307 -4.29108 -0.079 0.029 -0.148 0.555
Cl -0.37005 4.66547 2.63184 0.028 -0.016 0.011 0.502
Cl 1.43658 -0.98592 -13.39404 -0.061 -0.008 -0.060 0.480
Cl 2.99198 -2.15991 -15.51988 0.001 -0.002 -0.007 0.530
Cl 4.31390 -0.83841 -13.32157 0.010 0.006 0.003 0.525
Cl -8.21623 3.00323 1.66533 -0.009 0.000 -0.005 0.526
Cl 0.15220 1.07446 -8.01351 0.142 0.071 -0.060 0.478
Cl -1.99004 -0.41192 -12.45369 0.003 0.008 -0.008 0.512
Cl -2.70456 -0.11375 -9.67846 -0.075 -0.011 0.005 0.507
Cl -0.94133 -2.24574 -10.48900 -0.048 -0.054 0.005 0.509
Cl -3.73524 -2.33622 -11.20043 -0.006 -0.002 -0.006 0.532
Cl -2.19551 6.88884 2.85366 0.001 0.010 0.008 0.529
Cl -1.13508 3.60138 -4.59656 0.013 0.010 0.004 0.540
S 5.08104 -3.78323 3.95086 -0.211 0.176 0.034 0.387
S 0.31761 -2.29070 0.97891 0.160 0.016 -0.043 0.709
P 3.97572 -2.24896 4.27495 0.187 -0.253 -0.165 0.217
F 3.05626 -3.53594 1.19685 0.116 -0.009 -0.113 0.041
O -1.01949 -2.11087 1.43655 -0.086 -0.084 -0.019 -0.221
O -2.86412 -2.66904 6.31459 0.105 -0.034 -0.146 -0.057
O 0.99340 -3.26908 2.05445 -0.103 0.131 0.353 -0.142
O 4.80784 -0.90268 4.54803 0.187 -0.718 0.546 -0.232
O 3.09558 -2.46204 5.59182 -0.025 0.041 0.122 -0.193
O -1.47336 2.32644 -0.43622 0.056 0.275 -0.104 -0.219
O -2.62401 -1.39022 8.14116 0.227 0.046 0.955 0.126
O 0.59201 -2.81452 -0.31836 -0.068 -0.023 -0.006 -0.213
O 2.34579 -0.78264 0.29202 0.108 -0.015 0.103 0.005
C -1.14772 -2.39824 4.53000 0.239 -0.274 0.099 -0.148
C -0.60466 1.54574 -1.22911 0.043 -0.335 -0.064 -0.228
C -0.33813 0.18182 -0.59386 0.099 0.345 0.079 -0.148
C -1.86801 5.37031 2.01076 0.056 -0.062 -0.043 -2.041
C 2.36801 -3.19268 2.33466 0.082 0.048 0.013 -0.406
C -2.84630 2.17199 -0.72935 -0.028 0.012 -0.001 -0.117
C -7.16682 3.15757 3.07636 0.009 -0.007 -0.016 -2.059
C 0.36137 0.38014 0.76621 -0.232 0.130 -0.043 -0.126
C 2.93436 -1.83729 -13.78619 0.012 0.010 0.041 -2.058
C 2.89574 -1.80819 2.82989 0.003 -0.007 -0.014 -0.198
C -2.34278 -1.27978 -10.95222 0.016 -0.001 -0.009 -2.049
C -2.35511 2.51539 -5.26684 0.024 0.016 0.007 -2.048
C 1.83298 -0.66007 2.72785 -0.312 -0.041 -0.335 -0.276
C 1.27818 -0.76529 1.21578 0.213 -0.010 -0.065 -0.449
C -2.80080 -1.48486 6.97809 -0.260 0.096 -0.887 -0.359
C -1.60322 -3.14347 5.79741 -0.127 -0.034 0.000 -0.155
C 2.44011 0.77502 2.74870 -0.205 0.129 0.077 -0.151
C 3.46999 1.23953 3.77700 -0.028 0.528 -0.244 -0.295
C 0.64103 -0.69778 3.74206 0.173 0.018 0.265 -0.106
C 3.07719 1.17315 5.24635 0.340 -0.102 -0.005 -0.653
C 0.31707 -1.93030 4.61558 -0.233 -0.012 0.128 -0.174
C 1.65205 0.26788 -8.47224 -0.003 -0.017 -0.017 -2.042
H 3.92324 1.42326 5.88439 -0.056 -0.016 -0.060 0.045
H 0.49790 -1.66405 5.66712 0.039 0.006 -0.095 0.105
H 0.28177 -0.40562 -1.27593 -0.079 -0.012 0.074 0.120
H 2.86234 0.99590 1.76794 0.103 -0.114 0.028 0.125
H 2.61775 -1.68473 0.06787 -0.104 0.055 -0.029 0.099
H 0.33308 2.10394 -1.32718 -0.061 -0.015 0.075 0.131
H 1.58263 1.44766 2.86258 -0.016 -0.068 -0.132 0.094
H -3.01532 2.09077 -1.80890 0.065 -0.041 0.153 0.029
H -1.81258 -1.55310 4.33946 0.026 -0.042 0.044 0.118
H 3.64147 2.29746 3.54385 -0.045 -0.068 0.017 0.107
H 4.43646 0.75879 3.62853 -0.386 0.224 -0.008 0.092
H 0.80606 0.13231 4.43204 -0.067 -0.038 -0.103 0.047
H 2.70502 0.20048 5.56751 -0.074 0.228 -0.078 0.007
H 0.95558 -2.78657 4.40957 0.007 0.065 0.043 0.094
H -0.39709 0.60248 1.51548 0.086 0.014 0.032 0.125
H -1.00732 1.41527 -2.24359 -0.052 0.035 0.114 0.088
H -1.24441 -3.08061 3.68551 -0.123 0.240 -0.076 0.100
H 3.67925 -1.52851 2.11458 -0.058 -0.067 0.012 0.134
H -0.86012 -3.07748 6.59976 -0.014 -0.022 -0.053 0.123
H -3.34670 3.07329 -0.37220 -0.044 -0.130 0.031 0.051
H -1.29771 -0.31878 -0.44362 0.133 -0.169 -0.141 0.114
H -2.98320 -0.61092 6.32931 -0.006 -0.045 -0.004 0.145
H 2.55195 -1.71308 5.87575 0.006 -0.112 -0.107 0.054
H -1.78474 -4.19637 5.58866 0.061 0.049 0.054 0.127
H -0.26995 -0.42209 3.21195 0.082 -0.017 -0.070 0.102
H -3.27982 1.29379 -0.23315 0.029 0.049 -0.030 0.092
H 2.52580 -3.98249 3.06578 0.040 -0.049 -0.066 0.116
H 5.43291 -1.08488 5.26918 0.119 0.042 -0.206 0.103
H 0.98925 1.26531 0.67096 0.119 -0.040 0.110 0.123
```
Positions in Å, forces in eV/Å.

=====

Question: The highest highest occupied orbital energy belongs to which entry?
Answer: C22H29Br3N4O4S6Sn